{
  "formula": "CH2N6O4",
  "method": "wB97M-V/def2-TZVPD",
  "species": ["C", "N", "N", "N", "N", "N", "N", "O", "O", "O", "O", "H", "H"],
  "coordinates": [[0.598, -0.434, 0.105], [0.451, -0.718, -1.096], [0.016, 1.978, 0.890], [-1.837, 0.713, 1.066], [1.311, -1.009, 1.008], [-0.607, 0.884, 0.670], [-0.496, -0.341, -2.032], [-0.077, 0.516, -2.734], [1.214, 2.041, 0.668], [-2.360, -0.341, 1.009], [-1.506, -0.939, -2.073], [1.900, -1.668, 0.641], [1.392, -0.684, 1.879]],
  "total_energy_ha": -668.38238,
  "molar_mass_da": 162.1,
  "max_force_ev_per_a": 5.569,
  "gap_ev": [8.1, 6.9],
  "spin_multiplicity": 3
}

=====

{
  "formula": "CH2NO2",
  "method": "wB97M-V/def2-TZVPD",
  "species": ["O", "N", "C", "O", "H", "H"],
  "coordinates": [[1.699, 0.640, -0.622], [1.100, 0.030, 0.290], [-0.636, -0.062, 0.193], [0.065, -1.184, -0.172], [-1.345, 0.120, 1.013], [-0.883, 0.456, -0.701]],
  "smiles": "[O-]N1CO1",
  "total_energy_ha": -244.40103,
  "charge": -1,
  "molar_mass_da": 60.0,
  "max_force_ev_per_a": 3.034,
  "gap_ev": 7.0,
  "de_lowest_kcal_mol": 135.74
}

=====

{
  "formula": "CH2NO2P",
  "method": "wB97M-V/def2-TZVPD",
  "species": ["C", "N", "O", "O", "P", "H", "H"],
  "coordinates": [[0.029, -0.103, -1.361], [0.782, 0.678, -0.789], [-0.849, -0.769, 1.262], [0.596, 0.539, 2.864], [0.147, 0.335, 1.482], [0.207, -0.079, -2.349], [-0.911, -0.602, -1.108]],
  "total_energy_ha": -585.76170,
  "molar_mass_da": 91.0,
  "max_force_ev_per_a": 4.382,
  "gap_ev": [9.1, 7.6],
  "de_lowest_kcal_mol": 14.16,
  "spin_multiplicity": 3
}

=====

{
  "formula": "CH2NO2S",
  "method": "wB97M-V/def2-TZVPD",
  "species": ["C", "N", "O", "O", "S", "H", "H"],
  "coordinates": [[-2.245, -0.238, 0.366], [-3.214, 1.896, -0.041], [0.847, 0.451, 0.193], [-2.793, 0.752, -0.057], [-1.939, -1.815, -0.045], [0.988, -0.288, -0.406], [-0.081, 0.365, 0.446]],
  "total_energy_ha": -642.54280,
  "charge": -1,
  "molar_mass_da": 92.1,
  "max_force_ev_per_a": 2.274,
  "gap_ev": [6.2, 6.2],
  "de_lowest_kcal_mol": 150.60
}

=====

{
  "formula": "CH2NO2S",
  "method": "wB97M-V/def2-TZVPD",
  "species": ["C", "N", "O", "O", "S", "H", "H"],
  "coordinates": [[0.698, 0.151, -0.420], [-0.113, -0.752, -0.702], [3.242, -1.051, 0.793], [3.067, 1.197, -0.109], [2.811, -0.211, -0.391], [0.506, 1.177, -0.092], [-1.093, -0.584, -0.751]],
  "total_energy_ha": -642.71660,
  "charge": -1,
  "molar_mass_da": 92.1,
  "max_force_ev_per_a": 2.310,
  "gap_ev": 7.2,
  "de_lowest_kcal_mol": 41.54
}

=====

{
  "formula": "CH2NO2S2",
  "method": "wB97M-V/def2-TZVPD",
  "species": ["C", "N", "O", "O", "S", "S", "H", "H"],
  "coordinates": [[-1.725, 0.326, 0.431], [0.429, 0.509, -0.819], [-1.908, -0.790, 0.122], [-1.678, 1.408, 0.834], [0.765, -0.947, -1.563], [1.582, 1.126, 0.295], [0.472, -1.900, -0.743], [2.063, 0.268, 1.443]],
  "total_energy_ha": -1040.92280,
  "charge": -1,
  "molar_mass_da": 124.2,
  "max_force_ev_per_a": 2.683,
  "gap_ev": 6.4,
  "de_lowest_kcal_mol": 24.07
}

=====

{
  "formula": "CH2NO3S",
  "method": "wB97M-V/def2-TZVPD",
  "species": ["C", "N", "O", "O", "O", "S", "H", "H"],
  "coordinates": [[-0.763, 0.217, 1.231], [-0.608, -1.128, 1.056], [-1.173, 0.644, 2.266], [-0.398, 0.925, 0.161], [3.120, 0.788, -2.535], [1.663, 0.633, -2.200], [-0.761, -1.347, 0.089], [0.220, 0.517, -0.423]],
  "total_energy_ha": -717.92053,
  "charge": -1,
  "molar_mass_da": 108.1,
  "max_force_ev_per_a": 5.463,
  "gap_ev": [5.6, 3.4],
  "de_lowest_kcal_mol": 75.86
}

=====

{
  "formula": "CH2NO3S",
  "method": "wB97M-V/def2-TZVPD",
  "species": ["O", "C", "O", "O", "N", "S", "H", "H"],
  "coordinates": [[0.220, -1.289, 0.349], [0.471, -0.089, 0.001], [1.827, 0.175, -0.437], [-0.051, 0.959, 0.756], [-0.825, 0.640, -0.522], [-2.242, -0.255, -0.112], [1.950, 1.106, -0.118], [-1.350, -1.247, 0.082]],
  "smiles": "[O-][C@]1(O)ON1S",
  "total_energy_ha": -717.91770,
  "charge": -1,
  "molar_mass_da": 108.1,
  "max_force_ev_per_a": 2.270,
  "gap_ev": 7.9,
  "de_lowest_kcal_mol": 77.63
}

=====

{
  "formula": "CH2NO5P",
  "method": "wB97M-V/def2-TZVPD",
  "species": ["O", "C", "N", "O", "P", "O", "O", "O", "H", "H"],
  "coordinates": [[-1.176, 2.178, -0.490], [-1.030, 1.013, -0.858], [-0.303, 0.049, -0.372], [-0.377, -1.174, -1.055], [0.893, -0.194, 1.072], [2.031, 0.745, 0.799], [1.195, -1.676, 0.752], [0.064, 0.020, 2.305], [-1.602, 0.659, -1.774], [0.305, -1.618, -0.379]],
  "smiles": "O=CN(O)P(=O)([O-])[O-]",
  "total_energy_ha": -811.67992,
  "charge": -2,
  "molar_mass_da": 139.0,
  "max_force_ev_per_a": 1.512,
  "gap_ev": 7.0,
  "de_lowest_kcal_mol": 6.57
}

=====

{
  "formula": "CH2NOP",
  "method": "wB97M-V/def2-TZVPD",
  "species": ["O", "C", "N", "P", "H", "H"],
  "coordinates": [[-0.872, -2.250, -1.316], [-0.464, -1.313, -0.741], [-0.003, -0.377, -0.163], [-0.235, 1.078, 0.647], [0.843, 1.068, 1.688], [0.731, 1.794, -0.115]],
  "smiles": "O=C=NP",
  "total_energy_ha": -510.64476,
  "molar_mass_da": 75.0,
  "max_force_ev_per_a": 1.793,
  "gap_ev": 10.4,
  "de_lowest_kcal_mol": 0.46
}

=====

{
  "formula": "CH2NOS3",
  "method": "wB97M-V/def2-TZVPD",
  "species": ["C", "N", "O", "S", "S", "S", "H", "H"],
  "coordinates": [[-1.536, 1.017, 0.488], [1.197, -0.597, -0.973], [-1.514, 0.889, -0.674], [-1.854, 1.923, 1.768], [-0.663, -1.212, 1.260], [1.195, -0.674, 0.824], [1.866, 0.133, -1.178], [1.310, -1.479, -1.516]],
  "total_energy_ha": -1363.91024,
  "charge": -1,
  "molar_mass_da": 140.2,
  "max_force_ev_per_a": 1.641,
  "gap_ev": 6.2,
  "de_lowest_kcal_mol": 20.61
}

=====

{
  "formula": "CH2Na8O8S",
  "method": "wB97M-V/def2-TZVPD",
  "species": ["Na", "Na", "Na", "Na", "Na", "Na", "Na", "Na", "C", "O", "O", "O", "S", "O", "O", "O", "O", "O", "H", "H"],
  "coordinates": [[1.867, -0.827, -6.099], [2.560, 5.730, -2.212], [1.783, -1.367, 2.906], [0.702, 4.718, 2.844], [5.853, 1.220, -0.851], [-3.290, -2.737, -4.168], [5.302, -4.644, -2.020], [-2.944, 3.170, -1.179], [1.051, 0.544, -1.699], [1.220, 1.462, -0.942], [1.762, -0.466, -1.506], [0.056, 0.390, -2.397], [-2.915, 1.248, 4.228], [-3.298, -0.094, 3.770], [-1.474, 1.463, 4.174], [-3.446, 2.248, 3.319], [-3.447, 1.466, 5.523], [-0.536, -4.720, -1.547], [-0.825, -4.863, -0.645], [0.020, -3.942, -1.500]],
  "total_energy_ha": -2336.29951,
  "charge": 4,
  "molar_mass_da": 358.0,
  "max_force_ev_per_a": 7.722,
  "gap_ev": 1.5
}

=====

{
  "formula": "CH2O2P",
  "method": "wB97M-V/def2-TZVPD",
  "species": ["C", "O", "O", "P", "H", "H"],
  "coordinates": [[1.038, 0.724, -0.395], [-1.922, 0.340, -0.787], [2.183, 1.054, -0.053], [-1.164, 0.964, 0.318], [0.801, 0.283, -1.418], [-0.899, -0.194, 1.244]],
  "total_energy_ha": -531.05657,
  "charge": -1,
  "molar_mass_da": 77.0,
  "max_force_ev_per_a": 2.453,
  "gap_ev": [5.5, 7.5],
  "de_lowest_kcal_mol": 0.00,
  "spin_multiplicity": 3
}

=====

{
  "formula": "CH2O2S",
  "method": "wB97M-V/def2-TZVPD",
  "species": ["O", "O", "C", "S", "H", "H"],
  "coordinates": [[-1.445, 0.272, 0.116], [-0.116, 0.642, 0.168], [0.858, -0.415, 0.061], [2.432, -0.107, 0.212], [-2.008, 0.859, -0.396], [0.280, -1.250, -0.162]],
  "smiles": "OOC=S",
  "total_energy_ha": -587.82802,
  "molar_mass_da": 78.1,
  "max_force_ev_per_a": 3.457,
  "gap_ev": 9.4,
  "de_lowest_kcal_mol": 99.63
}

=====

{
  "formula": "CH2O2S2",
  "method": "wB97M-V/def2-TZVPD",
  "species": ["C", "O", "O", "S", "S", "H", "H"],
  "coordinates": [[-0.155, 0.545, -0.369], [1.226, 2.585, 1.009], [0.270, 1.369, -2.989], [0.029, 2.305, 0.164], [0.906, 1.188, -1.681], [1.092, -0.289, 0.267], [-1.025, -0.085, -0.490]],
  "total_energy_ha": -985.98727,
  "molar_mass_da": 110.2,
  "max_force_ev_per_a": 5.715,
  "gap_ev": [8.1, 8.1],
  "de_lowest_kcal_mol": 91.63
}

=====

{
  "formula": "CH2O3PS2",
  "method": "wB97M-V/def2-TZVPD",
  "species": ["H", "P", "C", "S", "S", "O", "O", "O", "H"],
  "coordinates": [[0.034, -1.024, -2.954], [-1.270, -1.043, -2.461], [-0.968, -0.372, -0.871], [0.690, -0.025, -0.575], [0.817, 0.598, 1.579], [-0.406, 1.470, 1.562], [2.201, 1.102, 1.562], [0.741, -0.692, 2.345], [-1.840, -0.014, -0.188]],
  "smiles": "[H]/P=C\\SS(=O)(=O)[O-]",
  "total_energy_ha": -1402.77956,
  "charge": -1,
  "molar_mass_da": 157.1,
  "max_force_ev_per_a": 3.154,
  "gap_ev": 7.7,
  "de_lowest_kcal_mol": 6.70
}

=====

{
  "formula": "CH2O3S2",
  "method": "wB97M-V/def2-TZVPD",
  "species": ["C", "O", "O", "O", "S", "S", "H", "H"],
  "coordinates": [[0.713, 0.414, 0.225], [3.459, -2.371, 0.319], [1.347, -3.340, 0.954], [0.883, -0.364, -0.738], [0.330, -0.367, 1.791], [2.784, -3.393, 1.017], [0.977, -1.371, -0.839], [0.520, -1.673, 1.370]],
  "total_energy_ha": -1061.28454,
  "molar_mass_da": 126.2,
  "max_force_ev_per_a": 4.237,
  "gap_ev": 6.5,
  "de_lowest_kcal_mol": 55.90
}

=====

{
  "formula": "CH2O4S",
  "method": "wB97M-V/def2-TZVPD",
  "species": ["C", "O", "O", "O", "O", "S", "H", "H"],
  "coordinates": [[1.130, 0.591, -0.121], [-1.051, -1.435, -0.443], [-1.336, 0.276, 1.111], [-0.060, 0.957, -0.807], [1.298, -0.055, 0.862], [-1.478, 0.098, -0.260], [1.938, 1.171, -0.603], [-0.441, -1.603, 0.262]],
  "total_energy_ha": -738.41869,
  "molar_mass_da": 110.1,
  "max_force_ev_per_a": 4.428,
  "gap_ev": 11.3,
  "de_lowest_kcal_mol": 19.45
}

=====

{
  "formula": "CH2O4S2",
  "method": "wB97M-V/def2-TZVPD",
  "species": ["C", "O", "O", "O", "O", "S", "S", "H", "H"],
  "coordinates": [[0.242, -0.118, -0.273], [2.819, 0.220, -0.119], [-2.676, -0.337, -0.897], [1.378, 2.086, 0.691], [-2.022, -1.562, 1.147], [1.622, 0.599, 0.748], [-1.958, -0.257, 0.413], [0.489, -1.139, -0.554], [0.106, 0.507, -1.155]],
  "total_energy_ha": -1136.57859,
  "charge": -2,
  "molar_mass_da": 142.2,
  "max_force_ev_per_a": 1.724,
  "gap_ev": 5.6,
  "de_lowest_kcal_mol": 2.04
}

=====

{
  "formula": "CH2O4S2",
  "method": "wB97M-V/def2-TZVPD",
  "species": ["C", "O", "O", "O", "O", "S", "S", "H", "H"],
  "coordinates": [[1.692, 0.057, 0.147], [-0.664, -0.597, 1.212], [0.280, -2.161, -0.419], [-2.365, 1.878, 0.257], [-1.188, 0.182, -1.076], [0.334, -0.828, 0.111], [-2.273, 0.526, -0.175], [1.800, 1.030, 0.523], [2.385, -0.087, -0.580]],
  "total_energy_ha": -1136.51905,
  "molar_mass_da": 142.2,
  "max_force_ev_per_a": 3.863,
  "gap_ev": [8.7, 8.7],
  "de_lowest_kcal_mol": 45.31
}